--- i ---
C4H8O3 | ωB97M-V/def2-TZVPD

As for the SMILES: COC(=O)CCO.

Geometry as XYZ:
```
15
Properties=species:S:1:pos:R:3:mulliken_charge:R:1
C 0.913 1.507 -2.221 -0.623
O 0.279 1.398 -0.944 -0.317
C 0.091 0.131 -0.545 0.547
O 0.504 -0.822 -1.164 -0.578
C -0.735 0.024 0.714 -0.329
C -0.200 -1.045 1.667 -0.382
O -1.317 -1.706 2.235 -0.516
H 0.275 1.060 -2.989 0.291
H 1.047 2.573 -2.400 0.222
H 1.872 0.984 -2.224 0.287
H -0.869 1.000 1.187 0.258
H -1.720 -0.323 0.379 0.258
H 0.428 -1.742 1.098 0.325
H 0.423 -0.588 2.453 0.256
H -0.993 -2.452 2.754 0.301
```

--- ii ---
C4H8O3 | ωB97M-V/def2-TZVPD

As for the SMILES: COC(=O)CCO.

Geometry as XYZ:
```
15
Properties=species:S:1:pos:R:3:mulliken_charge:R:1
C -2.655 -0.085 0.043 -0.661
O -1.520 0.701 0.327 -0.338
C -0.501 0.545 -0.551 0.509
O -0.609 0.755 -1.733 -0.565
C 0.572 -0.100 0.321 -0.377
C 1.982 0.075 -0.138 -0.411
O 2.818 -0.609 0.772 -0.507
H -2.403 -0.932 -0.611 0.331
H -2.983 -0.463 1.012 0.241
H -3.409 0.538 -0.429 0.259
H 0.453 0.253 1.354 0.359
H 0.282 -1.165 0.364 0.284
H 2.061 -0.311 -1.162 0.275
H 2.185 1.154 -0.146 0.288
H 3.727 -0.356 0.578 0.311
```

i is the most stable structure; the next one sits 63.9 kJ/mol above it.

--- i ---
C2H10N2O3 | ωB97M-V/def2-TZVPD

As for the SMILES: CN(O)NO.CO.

Geometry as XYZ:
```
17
Properties=species:S:1:pos:R:3:mulliken_charge:R:1
C 1.660 -1.555 -0.517 -0.784
N 1.560 -0.129 -0.306 0.032
O 1.075 0.095 1.044 -0.458
N 0.669 0.369 -1.342 -0.209
O 0.958 1.697 -1.752 -0.459
H 1.476 -2.091 0.415 0.318
H 0.903 -1.841 -1.269 0.323
H 2.661 -1.772 -0.900 0.293
H 1.498 0.916 1.326 0.325
H -0.309 0.385 -1.035 0.335
H 1.571 1.609 -2.492 0.327
C -2.606 0.537 1.224 -0.603
O -1.664 -0.114 0.407 -0.510
H -2.222 1.490 1.606 0.267
H -2.902 -0.092 2.071 0.264
H -3.481 0.733 0.605 0.219
H -0.846 -0.235 0.916 0.322
```

--- ii ---
C2H10N2O3 | ωB97M-V/def2-TZVPD

As for the SMILES: NCNC=O.O.O.

Geometry as XYZ:
```
17
Properties=species:S:1:pos:R:3:mulliken_charge:R:1
N -0.278 0.251 -1.357 -0.574
C 0.792 -0.608 -0.875 -0.594
N 1.328 -0.001 0.366 -0.135
C 2.684 0.118 0.516 0.044
O 3.471 -0.509 -0.150 -0.551
H -0.782 -0.099 -2.165 0.247
H 0.146 1.099 -1.731 0.262
H 1.653 -0.596 -1.535 0.367
H 0.425 -1.606 -0.622 0.310
H 0.536 0.339 0.894 0.231
H 2.935 0.880 1.252 0.355
O -1.489 -0.458 2.526 -0.650
H -2.164 0.059 2.061 0.319
H -1.543 -1.299 2.041 0.311
O -2.605 0.857 -0.051 -0.670
H -3.316 0.529 -0.626 0.289
H -1.794 1.046 -0.543 0.440
```

--- iii ---
C2H10N2O3 | ωB97M-V/def2-TZVPD

As for the SMILES: NCC(N)=O.O.O.

Geometry as XYZ:
```
17
Properties=species:S:1:pos:R:3:mulliken_charge:R:1
N 1.010 -0.296 -1.618 -0.579
C -0.027 -1.257 -1.303 -0.628
C -0.868 -0.686 -0.142 0.456
N -0.129 -0.360 0.890 -0.245
O -2.084 -0.366 -0.246 -0.728
H 1.842 -0.864 -1.780 0.226
H 0.901 -0.008 -2.618 0.272
H -0.760 -1.626 -2.030 0.353
H 0.340 -2.129 -0.768 0.360
H 0.872 -0.234 0.721 0.273
H -0.609 0.091 1.645 0.273
O 2.790 -0.157 2.271 -0.610
H 2.404 0.588 2.556 0.279
H 3.545 -0.269 2.907 0.314
O -1.383 2.541 -0.295 -0.675
H -1.674 1.555 -0.555 0.359
H -2.247 2.994 -0.151 0.303
```

ii is the most stable structure; the next one sits 35.8 kJ/mol above it.

--- i ---
C2H3N3O3 | ωB97M-V/def2-TZVPD

As for the SMILES: O/N=C1/NOC=NO1.

Geometry as XYZ:
```
11
Properties=species:S:1:pos:R:3:mulliken_charge:R:1
O -1.405 -2.409 -0.549 -0.371
N -0.060 -1.914 -0.305 -0.380
C 0.115 -0.635 -0.304 0.628
N 1.451 -0.110 -0.061 -0.281
O 1.216 0.942 0.950 -0.248
C 0.285 1.886 0.380 0.110
N -0.670 1.572 -0.362 -0.261
O -0.952 0.109 -0.644 -0.297
H -2.073 -1.496 -0.298 0.365
H 1.713 -0.915 0.627 0.367
H 0.380 2.968 0.566 0.368
```

--- ii ---
C2H3N3O3 | ωB97M-V/def2-TZVPD

As for the SMILES: [H]/N=c1/nc(O)on1O.

Geometry as XYZ:
```
11
Properties=species:S:1:pos:R:3:mulliken_charge:R:1
H 2.616 0.850 0.077 0.278
N 1.683 1.311 0.180 -0.675
C 0.550 0.711 -0.272 0.569
N -0.755 1.023 -0.317 -0.530
C -1.349 -0.185 -0.241 0.613
O -2.638 -0.075 0.252 -0.455
O -0.737 -1.285 -0.134 -0.296
N 0.680 -0.739 -0.679 0.073
O 1.660 -1.297 0.149 -0.321
H -2.967 0.821 -0.020 0.386
H 1.256 -1.135 1.007 0.359
```

ii is the most stable structure; the next one sits 218.5 kJ/mol above it.

--- i ---
C2H3N3O3 | ωB97M-V/def2-TZVPD

Geometry as XYZ:
```
11
Properties=species:S:1:pos:R:3:mulliken_charge:R:1
C 0.206 0.154 -0.273 0.485
C 1.165 -0.174 0.895 -0.321
H -0.984 2.955 -0.182 0.397
H 1.898 0.300 1.549 0.382
H -1.947 -0.778 -0.420 0.381
N -0.635 1.177 -0.599 -0.387
N 1.189 -1.533 1.003 -0.187
N -0.098 -1.132 -0.698 0.150
O 0.226 2.372 -0.333 -0.460
O 0.382 -2.140 0.239 -0.082
O -1.402 -1.200 -1.179 -0.359
```

--- ii ---
C2H3N3O3 | ωB97M-V/def2-TZVPD

As for the SMILES: [H]/N=c1/c(=O)o[nH]n1O.

Geometry as XYZ:
```
11
Properties=species:S:1:pos:R:3:mulliken_charge:R:1
H -1.008 2.228 -0.248 0.292
N -0.077 1.878 -0.232 -0.565
C 0.315 0.777 0.225 0.480
C 1.674 0.032 0.044 0.489
O 2.845 0.454 0.225 -0.529
O 1.250 -1.162 -0.245 -0.170
N -0.118 -1.321 -0.124 -0.273
N -0.712 -0.222 0.629 0.016
O -1.988 0.048 0.081 -0.443
H -0.336 -2.137 0.562 0.305
H -1.845 -0.577 -0.916 0.399
```

ii is the most stable structure; the next one sits 360.4 kJ/mol above it.